(1)
The following is a quantum chemistry calculation of a cluster of 2 separate species, C4H4INS in total in a non-equilibrium geometry, from the Open Molecules 2025 dataset.

Positions of all 11 atoms, in Å:
C: 0.60186 0.98072 0.64786
C: 1.30279 0.62679 -0.56764
C: -0.25252 -0.05658 0.94130
C: 0.74697 -0.57198 -0.96927
N: -0.20046 -0.99638 -0.05854
S: -1.30938 -2.25634 -0.23206
I: -3.77271 0.61093 0.30816
H: 0.53818 1.84578 1.08599
H: 2.09160 1.25860 -1.14119
H: -0.90918 -0.19292 1.70621
H: 1.16285 -1.24862 -1.72082

Force components x, y, z for each atom (eV/Å):
-0.57 -5.17 -2.51
0.06 0.32 -0.92
1.68 1.40 -1.50
2.03 0.14 -0.89
-0.35 -0.82 -0.16
0.88 0.98 0.11
0.05 -0.13 -0.05
0.26 4.60 2.62
-1.61 -1.46 1.24
-1.72 -0.17 1.92
-0.73 0.30 0.13

Calculated values
HOMO energy (alpha / beta) in eV: -8.963 / -8.970
Strongest force on any atom in eV/Å: 5.8
ΔE to the lowest compared entry with this formula, charge and spin in eV: 1.150
E_LUMO (alpha / beta) in eV: -3.11 / -2.30
HOMO-LUMO gap (alpha / beta) in eV: 5.852 / 6.673

Löwdin population analysis, charges in e, atoms 1 to 8: -0.05 -0.06 -0.22 -0.18 -0.58 0.67 0.08 0.04



(2)
The following is a quantum chemistry calculation of a structure of composition C4H4LiMgO5 in a non-equilibrium geometry, from the Open Molecules 2025 dataset.

Positions of all 15 atoms, in Å:
O: -0.06655 -0.58071 0.56463
C: -0.70246 -1.70940 0.36941
C: -0.90197 0.64890 0.64845
O: -0.13950 -2.79794 0.32340
O: -1.95657 -1.38992 0.03485
C: -2.12017 0.01105 -0.04923
H: -0.15073 1.42544 0.78944
H: -1.48915 1.29549 1.31155
H: -2.19731 0.36514 -1.07736
H: -3.03491 0.28572 0.47720
O: 2.14878 2.36814 -0.56702
C: 2.14209 1.25603 -0.28825
O: 2.87278 0.16268 -0.24666
Li: 1.73367 -2.59354 -0.20860
Mg: 3.86199 1.25293 -2.08182

Force components x, y, z for each atom (eV/Å):
1.51 0.22 3.22
-0.41 1.71 -0.97
-0.79 -0.69 -0.26
-0.52 0.70 -0.08
-0.09 -1.86 0.05
-0.37 2.35 -1.85
0.96 0.46 -3.48
-0.01 -2.00 3.61
-0.26 -0.67 -0.36
0.15 -0.29 -0.11
1.58 5.24 -2.06
-1.77 -8.01 3.53
-0.32 2.44 -1.06
-0.09 0.69 0.16
0.45 -0.28 -0.34

Calculated values
HOMO energy (alpha / beta) in eV: -4.371 / -5.001
2S+1: 2
Strongest force on any atom in eV/Å: 8.9
ΔE to the lowest compared entry with this formula, charge and spin in eV: 7.179
E_LUMO (alpha / beta) in eV: -0.98 / -0.96
HOMO-LUMO gap (alpha / beta) in eV: 3.396 / 4.040
⟨S²⟩: 0.7597

Löwdin population analysis, charges in e, atoms 1 to 8: 0.05 -0.56 -0.06 0.03 0.10 -0.11 0.11 0.12



(3)
The following is a quantum chemistry calculation of a structure of composition C4H4LiO5Sn in a non-equilibrium geometry, from the Open Molecules 2025 dataset.

Positions of all 15 atoms, in Å:
O: 0.07391 1.48114 0.97034
C: 0.33944 1.96768 -0.19423
C: 0.58119 -0.55642 0.69945
O: -0.40650 2.72343 -0.80594
O: 1.11171 1.12883 -0.92700
C: 1.68115 0.04470 -0.18623
H: 0.82247 -1.62321 0.80055
H: 0.35096 -0.44273 1.76214
H: 2.04395 -0.66978 -0.93171
H: 2.51086 0.40887 0.43227
O: -0.94739 -1.88795 -1.13903
C: -1.01227 -0.90571 -0.34555
O: -2.16859 -0.65725 0.18409
Li: -2.05940 1.16427 0.56237
Sn: -2.92149 -2.17587 -0.88153

Force components x, y, z for each atom (eV/Å):
-0.21 2.77 0.27
-3.56 -2.54 0.72
-1.41 -4.15 -1.57
0.35 1.17 -0.45
1.99 0.16 -0.64
-1.23 0.91 0.56
0.06 -0.66 -0.93
-0.06 1.30 -0.56
-0.19 0.14 0.23
-0.10 -0.18 -0.01
1.39 1.39 -0.12
5.21 -0.12 3.35
0.98 2.22 0.58
1.23 0.92 0.16
-4.45 -3.33 -1.61

Calculated values
HOMO energy (alpha / beta) in eV: -6.949 / -8.745
2S+1: 2
Strongest force on any atom in eV/Å: 6.2
ΔE to the lowest compared entry with this formula, charge and spin in eV: 1.565
E_LUMO (alpha / beta) in eV: -0.56 / -0.91
HOMO-LUMO gap (alpha / beta) in eV: 6.386 / 7.839
⟨S²⟩: 0.7552

Löwdin population analysis, charges in e, atoms 1 to 8: -0.16 -0.76 -0.03 0.01 -0.01 -0.15 0.08 0.10



(4)
The following is a quantum chemistry calculation of a structure of composition C4H4LiO5Sr in a non-equilibrium geometry, from the Open Molecules 2025 dataset.

Positions of all 15 atoms, in Å:
O: 3.98714 1.43965 -2.33615
C: 4.44165 1.33502 -1.19991
O: 3.77155 1.00679 -0.18799
Li: 3.96478 1.01193 1.66721
Sr: 1.82914 1.12294 -1.68105
C: -0.31165 -0.23328 -0.97713
C: -1.41990 0.41018 -0.64851
H: -0.11621 -1.30992 -0.89643
H: -1.87394 1.23127 -1.20656
O: -3.10752 -0.63953 2.25098
C: -2.29869 -0.69346 1.26287
O: -1.90537 -1.82777 0.82390
O: -2.11394 0.39326 0.62712
H: -3.19730 -1.49016 2.71148
H: -1.64975 -1.75693 -0.20984

Force components x, y, z for each atom (eV/Å):
1.66 0.18 0.13
0.30 0.20 -1.52
-0.41 -0.19 1.81
0.39 -0.03 -0.11
-2.06 -0.12 -0.55
-0.84 -0.72 -1.92
1.69 1.02 -0.33
0.60 0.41 1.36
0.24 0.20 0.63
0.60 0.33 0.85
-1.40 -0.18 -1.42
0.59 -0.60 -2.34
-0.95 -0.34 0.50
-0.10 -0.15 0.01
-0.32 -0.01 2.91

Calculated values
HOMO energy (alpha / beta) in eV: -14.996 / -15.007
Net charge: +2
2S+1: 2
Strongest force on any atom in eV/Å: 2.9
E_LUMO (alpha / beta) in eV: -7.40 / -7.95
HOMO-LUMO gap (alpha / beta) in eV: 7.599 / 7.055
⟨S²⟩: 0.7531

Löwdin population analysis, charges in e, atoms 1 to 8: -0.17 -0.39 -0.32 0.88 1.78 -0.21 -0.22 0.01



(5)
The following is a quantum chemistry calculation of a structure of composition C4H4LiO5Yb in a non-equilibrium geometry, from the Open Molecules 2025 dataset.

Positions of all 15 atoms, in Å:
O: -0.22642 0.86180 1.22261
C: 0.45684 -0.09939 1.79546
C: -1.27805 0.20963 0.22117
O: 1.61994 0.02232 2.13683
O: -0.07979 -1.29239 1.55960
C: -1.34028 -1.17483 0.88027
H: -1.46066 0.09835 -0.85320
H: -2.06667 0.94771 0.39621
H: -1.40433 -1.99234 0.15626
H: -2.15027 -1.25337 1.61389
O: 0.85087 -0.27974 -2.63661
C: 1.21636 0.16553 -1.49768
O: 1.84178 1.32469 -1.55913
Li: 2.43554 0.91546 0.38842
Yb: 1.58513 1.54656 -3.82410

Force components x, y, z for each atom (eV/Å):
-1.06 0.64 -2.81
1.44 -1.66 -2.41
-1.72 0.60 2.87
-0.32 0.55 0.37
-0.24 -0.26 0.78
-0.59 0.25 0.33
2.62 0.60 -0.59
-0.39 -0.73 0.73
0.09 0.22 0.22
0.18 -0.06 -0.14
-0.30 -1.03 3.54
0.54 1.81 -5.76
-0.15 -1.49 3.29
-0.19 0.17 0.43
0.09 0.40 -0.84

Calculated values
HOMO energy (alpha / beta) in eV: -8.926 / -12.090
Net charge: +1
2S+1: 3
Strongest force on any atom in eV/Å: 6.1
ΔE to the lowest compared entry with this formula, charge and spin in eV: 2.622
E_LUMO (alpha / beta) in eV: -3.34 / -6.32
HOMO-LUMO gap (alpha / beta) in eV: 5.590 / 5.774
⟨S²⟩: 2.0049

Löwdin population analysis, charges in e, atoms 1 to 8: 0.06 -0.63 -0.01 0.07 0.08 -0.08 0.13 0.13



(6)
The following is a quantum chemistry calculation of a structure of composition C4H4LuO2 in a non-equilibrium geometry, from the Open Molecules 2025 dataset.

Positions of all 11 atoms, in Å:
H: -0.63415 -2.41826 -0.74609
O: 2.12683 -0.01127 -0.99100
C: 1.17267 0.60927 -0.17599
C: 0.02129 -0.28809 0.00522
C: -0.48447 -1.54308 -0.08408
H: 2.84933 0.60160 -1.15440
H: 0.79202 1.55242 -0.60576
H: 1.56130 0.85030 0.82914
C: -1.34991 -0.52990 0.27595
O: -2.42690 -0.18531 0.79660
Lu: -3.62800 1.36231 1.85041

Force components x, y, z for each atom (eV/Å):
1.06 -0.28 1.12
-0.91 -0.10 0.48
0.67 0.17 -0.49
-0.71 0.61 0.36
-2.47 -0.45 -2.63
0.34 0.09 -0.10
-0.01 -0.09 0.08
-0.12 -0.03 0.04
5.42 -1.31 0.17
-5.09 4.33 2.86
1.82 -2.95 -1.88

Calculated values
HOMO energy in eV: -20.324
Net charge: +3
Strongest force on any atom in eV/Å: 7.3
ΔE to the lowest compared entry with this formula, charge and spin in eV: 2.335
E_LUMO in eV: -17.44
HOMO-LUMO gap in eV: 2.883

Löwdin population analysis, charges in e, atoms 1 to 8: 0.20 0.03 -0.18 0.06 0.31 0.13 0.16 0.17